No. 1
A 16-piece molecular cluster, C22H22BrCl45O4 overall, computed with ωB97M-V/def2-TZVPD.

Cartesian coordinates (Å):
C -5.6230 -4.1642 0.9821
C -4.6904 -4.7517 0.1893
C -3.2048 -4.6568 0.3635
O -2.6743 -4.8195 1.7031
C -1.7101 -3.8782 1.8905
O -1.1771 -3.6422 2.9190
O -1.4850 -3.2422 0.6922
C -2.8427 -3.1826 0.1835
C -3.0394 -2.5159 -1.1506
C -2.4256 -1.1288 -1.1470
O -2.6658 -0.3059 -0.3358
Br -1.1841 -0.7563 -2.5769
H -6.2920 -3.4295 0.5411
H -5.7320 -4.4318 2.0288
H -4.9886 -5.3431 -0.6768
H -2.6590 -5.2978 -0.3290
H -3.4004 -2.6301 0.9498
H -2.6363 -3.1050 -1.9739
H -4.1065 -2.3468 -1.3106
C 0.2802 0.7746 1.5731
Cl 1.9829 0.8354 1.1117
Cl -0.3344 -0.8638 1.5475
Cl 0.0252 1.5327 3.1535
H -0.2826 1.3401 0.8442
C 2.8456 3.5180 4.2667
Cl 2.7452 4.2716 2.6765
Cl 4.4900 3.5502 4.8824
Cl 1.7337 4.3011 5.3965
H 2.5406 2.4838 4.1588
C -1.9343 4.7334 1.7449
Cl -2.0480 3.0788 1.1523
Cl -1.5275 5.8446 0.4410
Cl -3.4428 5.2139 2.5280
H -1.1414 4.7716 2.4824
C 8.3131 3.0185 3.5528
Cl 7.3867 1.5364 3.3417
Cl 7.9107 3.8071 5.0795
Cl 10.0466 2.6896 3.4611
H 8.0578 3.6956 2.7483
C -5.9896 1.2878 -0.9560
Cl -6.1047 -0.3671 -0.3333
Cl -4.6660 2.1548 -0.1858
Cl -5.7814 1.2678 -2.7066
H -6.9182 1.7928 -0.7227
C -2.8754 8.7736 3.8351
Cl -3.0529 9.5149 2.2458
Cl -1.1827 8.7425 4.3296
Cl -3.8673 9.6043 5.0338
H -3.2189 7.7504 3.7642
C -0.7932 -7.9773 0.4872
Cl -0.4821 -6.5134 -0.4463
Cl -2.5233 -8.3321 0.5257
Cl 0.1147 -9.3399 -0.1610
H -0.4644 -7.8022 1.5031
C -5.2124 -0.2717 -7.0306
Cl -4.2585 -1.7558 -6.9758
Cl -6.8506 -0.6013 -7.5915
Cl -5.2352 0.5135 -5.4511
H -4.7450 0.4017 -7.7366
C -6.5756 5.5570 -3.5287
Cl -5.8621 4.4134 -2.3956
Cl -7.0023 4.7494 -5.0403
Cl -7.9839 6.3523 -2.8250
H -5.8380 6.3165 -3.7510
C 6.8275 7.2781 6.4974
Cl 7.4514 5.9251 7.4497
Cl 6.3663 6.7598 4.8791
Cl 5.4659 8.0373 7.3210
H 7.6169 8.0118 6.4055
C 5.0213 -0.8395 5.7035
Cl 5.0233 -1.6386 4.1270
Cl 6.6065 -0.1633 6.0667
Cl 3.7787 0.4090 5.7613
H 4.7874 -1.5801 6.4562
C 6.7992 -1.5238 0.4280
Cl 6.7478 -2.3736 -1.1173
Cl 8.3962 -0.8424 0.7222
Cl 5.5591 -0.2725 0.4974
H 6.5936 -2.2409 1.2119
C 1.0575 -0.9706 -6.3106
Cl 1.8403 -2.5535 -6.2883
Cl -0.6323 -1.1177 -6.7946
Cl 1.1828 -0.2644 -4.7014
H 1.5591 -0.3296 -7.0233
C 0.6556 -4.7744 -3.5335
Cl 1.2405 -6.4405 -3.4659
Cl -1.0426 -4.7192 -4.0143
Cl 0.8907 -3.9491 -1.9926
H 1.2263 -4.2404 -4.2805
C 4.2096 -5.6238 -7.4931
Cl 4.4503 -7.3539 -7.7131
Cl 3.0337 -5.3164 -6.2098
Cl 5.7342 -4.8123 -7.1467
H 3.8119 -5.2173 -8.4135

Properties
- DFT total energy: -24434.9495 Eh
- LUMO energy: -0.35 eV
- HOMO-LUMO gap: 8.744 eV
- Maximum force: 0.0366 Eh/bohr

No. 2
A 10-piece molecular cluster, C22H22Cl21N3 overall, computed with ωB97M-V/def2-TZVPD.

Cartesian coordinates (Å):
Cl 4.5006 4.5222 -6.0143
C 5.9392 3.5663 -6.2256
Cl 7.3350 4.1201 -5.2602
Cl 6.4259 3.6931 -7.9398
H 5.7585 2.5069 -6.0437
Cl -6.0376 2.6503 5.3105
C -5.9318 3.3390 6.9926
Cl -4.4705 2.8153 7.7815
Cl -7.2169 2.7444 8.0646
H -6.0195 4.4237 6.9313
Cl 3.7309 -9.2246 2.2257
C 4.5721 -8.1518 3.3931
Cl 3.6867 -6.6398 3.6480
Cl 6.2969 -7.7868 2.9780
H 4.6492 -8.7197 4.3203
Cl -3.0700 8.1877 2.6383
C -3.9571 8.6603 1.1353
Cl -4.5068 7.1628 0.3691
Cl -2.8934 9.6590 0.0546
H -4.8296 9.2112 1.4865
Cl -1.0945 -7.3503 8.1914
C -2.0760 -5.8560 8.3244
Cl -1.2007 -4.4898 7.6566
Cl -2.5012 -5.4327 9.9529
H -2.9326 -6.1411 7.7136
Cl 11.4354 -0.4073 -1.6179
C 9.7167 -0.4521 -1.1820
Cl 9.5275 -0.9511 0.4995
Cl 8.7743 -1.5064 -2.1853
H 9.3265 0.5633 -1.2521
Cl 3.7499 -5.7705 -2.5820
C 4.3375 -6.5176 -4.0767
Cl 3.2007 -7.4988 -4.9323
Cl 5.8185 -7.4585 -3.6896
H 4.6071 -5.6815 -4.7220
C 0.8860 1.6930 1.7317
C 1.6492 0.5482 1.8137
C 2.9061 0.5104 1.1519
N 3.3466 1.5275 0.3270
C 2.4692 2.5659 0.1182
C 1.2405 2.7279 0.8139
H -0.0350 1.8046 2.2846
H 1.3056 -0.2346 2.4736
H 3.6125 -0.2998 1.2569
H 2.8590 3.4218 -0.4127
H 0.6789 3.6351 0.6465
C -4.1447 -4.0934 1.8569
C -3.1142 -4.9561 1.7279
C -3.2429 -6.3167 2.0037
N -4.4404 -6.8818 2.3626
C -5.4958 -5.9948 2.3836
C -5.3656 -4.5879 2.2197
H -4.0143 -3.0637 1.5586
H -2.1697 -4.5241 1.4316
H -2.3950 -6.9425 1.7671
H -6.4177 -6.4043 2.7694
H -6.2090 -3.9266 2.3522
C -3.2695 7.1456 -7.6487
C -4.2314 6.2054 -8.0320
C -4.4270 5.0831 -7.2270
N -3.7659 4.8307 -6.0899
C -2.8636 5.7557 -5.6710
C -2.5963 6.9499 -6.3826
H -3.2058 8.0381 -8.2535
H -4.7853 6.3475 -8.9482
H -5.1859 4.3675 -7.5070
H -2.4168 5.6315 -4.6956
H -1.8126 7.6478 -6.1274

Properties
- SMILES string: ClC(Cl)Cl.ClC(Cl)Cl.ClC(Cl)Cl.ClC(Cl)Cl.ClC(Cl)Cl.ClC(Cl)Cl.ClC(Cl)Cl.c1ccncc1.c1ccncc1.c1ccncc1
- DFT total energy: -10679.6786 Eh
- LUMO energy: 0.05 eV
- HOMO-LUMO gap: 9.703 eV
- Energy above the lowest of the compared OMol25 structures with the same formula, charge and spin: 245.5 kJ/mol
- Maximum force: 0.0487 Eh/bohr

No. 3
C22H22CrN6O2S3 as an isolated structure, computed with ωB97M-V/def2-TZVPD.

Cartesian coordinates (Å):
Cr -0.6594 -0.6519 -0.3351
S -4.3075 -1.4108 2.1016
C -3.4079 -0.2486 3.0237
C -3.7505 0.3376 4.2389
C -2.8970 1.2897 4.7554
C -1.7330 1.6585 4.0710
C -1.3883 1.0732 2.8707
C -2.2334 0.0943 2.3519
N -2.0705 -0.6016 1.1524
C -3.0917 -1.3833 0.8961
C -3.1190 -2.1174 -0.3674
C -4.1388 -2.9975 -0.7105
C -4.0632 -3.6858 -1.9094
C -2.9717 -3.4904 -2.7440
C -1.9638 -2.5961 -2.3945
C -2.0202 -1.8788 -1.2058
H -4.6590 0.0624 4.7566
H -3.1416 1.7678 5.6938
H -1.0952 2.4268 4.4865
H -0.5014 1.3775 2.3347
H -4.9867 -3.1474 -0.0520
H -4.8490 -4.3726 -2.1918
H -2.9044 -4.0400 -3.6741
H -1.1383 -2.4791 -3.0895
C 1.8808 -4.3847 0.9757
O 2.0805 -3.6705 -0.2697
C 1.2491 -2.6878 -0.5046
O 0.3096 -2.3817 0.2376
N 1.4971 -2.0383 -1.6594
N 0.6971 -0.9190 -1.9410
H 2.6824 -5.1127 1.0100
H 0.9109 -4.8744 0.9622
H 1.9448 -3.6904 1.8090
H 2.3000 -2.2655 -2.2238
H 0.2190 -1.0358 -2.8292
H 1.2605 -0.0507 -1.9406
C 4.2498 4.4983 0.7612
C 3.5132 3.5046 -0.0688
C 3.3606 3.5632 -1.4242
C 2.6828 2.5113 -2.0581
N 2.1910 1.4785 -1.3881
C 2.2529 1.4678 -0.0510
S 1.4758 0.3237 0.9288
N 2.9586 2.4512 0.5724
C 2.4468 2.5342 -3.5305
H 4.5067 5.3722 0.1696
H 5.1696 4.0518 1.1434
H 3.6447 4.8154 1.6111
H 3.7602 4.3922 -1.9868
H 2.9807 2.4090 1.5835
H 3.1977 3.1187 -4.0567
H 1.4704 2.9944 -3.7057
H 2.4136 1.5221 -3.9283
S -1.5721 1.2739 -1.3835
C -0.6397 2.4984 -0.6703
N -0.0036 3.3441 -0.2034

Properties
- Multiplicity: 4
- DFT total energy: -3569.5258 Eh
- Net charge: +1
- LUMO energy (alpha / beta): -2.97 / -2.97 eV
- Expectation value of S²: 3.810
- HOMO-LUMO gap (alpha / beta): 7.916 / 7.969 eV
- Energy above the lowest of the compared OMol25 structures with the same formula, charge and spin: 0.0 kJ/mol
- Maximum force: 0.0084 Eh/bohr

No. 4
C22H22F4GeN2Pd as an isolated structure, computed with ωB97M-V/def2-TZVPD.

Cartesian coordinates (Å):
Pd 0.2511 -0.0773 -0.6487
C -0.8768 1.2997 -2.8630
N 0.3653 1.4282 -2.0629
C 0.5201 2.8286 -1.6207
C 1.5648 1.0794 -2.8851
C 1.6467 -0.3972 -3.2559
N 1.3116 -1.1728 -2.0812
C 1.4020 -2.4931 -1.9656
C 0.8933 -3.0784 -0.7714
F 0.3607 -2.2204 0.1394
C 0.8904 -4.4221 -0.5400
F 0.3737 -4.8951 0.5763
C 1.4374 -5.2857 -1.4907
C 1.9718 -4.7630 -2.6594
F 2.4987 -5.5683 -3.5565
C 1.9545 -3.4049 -2.9119
F 2.4457 -2.9435 -4.0438
H -0.8254 1.9450 -3.7451
H -1.7318 1.6109 -2.2667
H -1.0259 0.2733 -3.1923
H 0.6731 3.4710 -2.4921
H 1.3768 2.9257 -0.9577
H -0.3706 3.1620 -1.0998
H 2.4436 1.3415 -2.2970
H 1.5609 1.6882 -3.7924
H 2.6557 -0.6084 -3.6141
H 0.9721 -0.6588 -4.0784
H 1.4415 -6.3556 -1.3256
Ge -1.4339 0.6971 0.8790
C -1.5009 -0.7285 2.2057
C -2.7506 -1.2961 2.4569
C -2.9065 -2.1172 3.5624
C -1.8140 -2.4071 4.3706
C -0.5604 -1.8695 4.0946
C -0.3940 -1.0389 3.0013
C -0.7839 2.4386 1.4775
C 0.4589 2.5625 2.1074
C 0.8520 3.7949 2.6004
C 0.0242 4.9002 2.4323
C -1.2050 4.7792 1.7922
C -1.6058 3.5513 1.2909
H -2.8337 0.8781 0.2786
H -3.5981 -1.0851 1.8158
H -3.8794 -2.5357 3.7812
H -1.9379 -3.0699 5.2168
H 0.2832 -2.0950 4.7330
H 0.5820 -0.6217 2.7841
H 1.0996 1.6982 2.2364
H 1.7980 3.8937 3.1159
H 0.3416 5.8677 2.7991
H -1.8524 5.6382 1.6773
H -2.5640 3.4562 0.7929

Properties
- Multiplicity: 3
- DFT total energy: -3564.6080 Eh
- Net charge: +2
- LUMO energy (alpha / beta): -7.93 / -9.55 eV
- Expectation value of S²: 2.064
- HOMO-LUMO gap (alpha / beta): 7.024 / 5.224 eV
- Maximum force: 0.0463 Eh/bohr